Entry 1:
ORCA calculation (ωB97M-V/def2-TZVPD) on a cluster of 5 separate species, C45H83BBr2N3O11 in total in a non-equilibrium geometry.

```
145
Properties=species:S:1:pos:R:3
C 8.1958 -0.8728 0.3615
C 6.8712 -0.2659 0.9059
O 6.1345 0.4486 -0.0673
C 6.4105 1.8440 -0.0871
C 5.1913 2.6271 -0.5675
C 5.0127 2.5045 -2.0903
C 3.6896 3.1138 -2.6127
C 2.7369 2.0149 -3.1328
C 2.2747 1.1708 -1.9103
C 2.7740 -0.2581 -2.2045
N 2.3827 -1.2718 -1.1868
N 3.1003 -2.4912 -1.4026
C 0.8659 -1.4686 -1.0875
C 0.4647 -2.1077 -2.4378
C -0.7242 -1.5186 -3.2188
C 0.6817 -2.3552 0.1599
Br 2.0813 -2.3976 1.4992
C -0.3790 -3.0985 0.4814
C -0.4808 -3.9467 1.7311
Br -1.9654 -3.1650 -0.5673
C 0.3896 -0.0317 -0.7500
B -1.0989 0.1344 -0.1662
O -2.1265 0.5248 -0.9878
C -1.4682 -0.0506 1.3775
C -0.5384 0.7179 2.3601
C 0.7055 1.0681 -1.8125
C 0.1865 2.4682 -1.4363
C 0.6828 3.0340 -0.0818
C -0.3397 4.0512 0.4668
N -1.6957 3.4916 0.5331
C -2.5331 4.0622 1.6061
C -3.6588 3.0752 1.8963
C -3.6037 2.2347 2.9886
C -4.5906 1.3131 3.2404
C -5.6741 1.2257 2.4004
C -5.7446 2.0628 1.3217
C -4.7449 2.9782 1.0710
O -4.8465 3.7759 -0.0586
H 8.1416 -1.9641 0.4249
H 9.0349 -0.5983 1.0076
H 8.3995 -0.5799 -0.6692
H 7.1055 0.3243 1.8000
H 6.2607 -1.1091 1.2520
H 7.2625 2.0319 -0.7642
H 6.7404 2.2288 0.8875
H 4.3415 2.2061 -0.0141
H 5.3376 3.6648 -0.2501
H 5.1211 1.4409 -2.3321
H 5.8616 3.0430 -2.5247
H 3.9101 3.8425 -3.3997
H 3.2391 3.6871 -1.7943
H 1.8942 2.4827 -3.6446
H 3.3453 1.4058 -3.8106
H 2.7297 1.5031 -0.9747
H 3.8707 -0.2270 -2.1740
H 2.5085 -0.5139 -3.2317
H 2.7497 -0.8722 -0.3158
H 3.2974 -2.6186 -2.3879
H 3.9570 -2.4724 -0.8604
H 1.2747 -2.2161 -3.1646
H 0.2123 -3.1503 -2.2275
H -0.4504 -0.7074 -3.8969
H -1.5934 -1.2534 -2.6228
H -1.0661 -2.3173 -3.8909
H 0.3796 -4.6158 1.8067
H -0.5413 -3.2910 2.6042
H -1.3613 -4.5897 1.6977
H 1.0206 0.2529 0.1112
H -2.7225 1.0613 -0.4420
H -1.4899 -1.1037 1.6813
H -2.4838 0.3294 1.5482
H 0.5231 0.6951 2.0991
H -0.6146 0.2237 3.3391
H -0.9085 1.7283 2.5292
H 0.3774 0.8554 -2.8325
H 0.5679 3.1721 -2.1880
H -0.8952 2.5543 -1.5240
H 0.8742 2.2647 0.6697
H 1.5927 3.6097 -0.2859
H -0.3242 4.9375 -0.2010
H -0.0211 4.3608 1.4680
H -2.1509 3.6165 -0.3624
H -1.9314 4.2378 2.4970
H -3.0218 4.9718 1.2250
H -2.7687 2.2868 3.6823
H -4.4813 0.6576 4.0987
H -6.4564 0.5026 2.6013
H -6.5804 2.0126 0.6276
H -5.6940 4.2356 -0.0367
O -1.3616 -7.5321 5.3829
C -0.6480 -7.9773 4.5295
O -0.9534 -7.7511 3.2322
C -0.0821 -8.0656 2.1459
C -0.2332 -9.5064 1.7039
C 0.5335 -8.8564 4.8665
H 0.9518 -7.8114 2.3902
H -0.3794 -7.4046 1.3312
H 0.0404 -10.2006 2.4985
H 0.3966 -9.7098 0.8369
H -1.2705 -9.7131 1.4404
H 0.1855 -9.8792 5.0051
H 0.9659 -8.5005 5.7990
H 1.3279 -8.8399 4.1235
O -1.4681 5.5303 -1.7107
C -2.0966 5.9372 -2.6594
O -1.4996 6.7777 -3.5134
C -2.0714 7.1823 -4.7638
C -3.0055 8.3617 -4.5939
C -3.5507 5.5953 -2.8556
H -2.5511 6.3385 -5.2618
H -1.2289 7.4730 -5.3894
H -3.8555 8.1133 -3.9578
H -3.3844 8.6910 -5.5616
H -2.4824 9.1928 -4.1208
H -4.1562 6.2750 -2.2575
H -3.7166 4.5795 -2.5071
H -3.8769 5.6308 -3.8924
O 10.1056 -3.8275 0.6105
C 9.2400 -4.3784 1.2292
O 8.0220 -4.5302 0.6606
C 6.9743 -5.3206 1.2227
C 6.1701 -4.5259 2.2298
C 9.4490 -4.8256 2.6566
H 7.3630 -6.2510 1.6391
H 6.3355 -5.6008 0.3854
H 6.7813 -4.2116 3.0760
H 5.3357 -5.1173 2.6094
H 5.7757 -3.6199 1.7656
H 9.2831 -3.9784 3.3213
H 10.4788 -5.1597 2.7597
H 8.8163 -5.6565 2.9607
O -9.0148 0.9148 1.8062
C -9.7802 1.1646 0.9157
O -9.3792 1.9731 -0.0877
C -10.1386 2.1860 -1.2826
C -11.1709 3.2792 -1.1005
C -11.2054 0.6680 0.9390
H -10.5789 1.2519 -1.6340
H -9.4156 2.4909 -2.0384
H -11.9044 3.0164 -0.3382
H -11.6988 3.4663 -2.0360
H -10.6903 4.2034 -0.7781
H -11.8057 1.3442 1.5465
H -11.2133 -0.3192 1.3955
H -11.6570 0.5643 -0.0447
```

As for the net charge: +1. Its spin multiplicity is 1. The highest occupied orbital energy comes out at -10.141 eV. As for the maximum force: 0.046 hartree/bohr. The calculation puts the energy relative to the best compared isomer or geometry (same formula, charge and spin) at 0.0 kJ/mol. Its gap between HOMO and LUMO is 8.19 eV.

---

Entry 2:
ORCA calculation (ωB97M-V/def2-TZVPD) on a structure of composition C50H36N4OP2PbS3Se2.

```
99
Properties=species:S:1:pos:R:3
Pb -0.7731 1.0764 0.6312
O 2.5991 1.1046 -1.4799
S 1.7418 -0.1014 -1.3685
C 1.6452 -0.8558 -2.9938
C 2.7544 -0.7830 -3.8182
C 2.6928 -1.3155 -5.1008
C 1.5209 -1.9014 -5.5553
C 0.3893 -1.9206 -4.7491
C 0.4381 -1.3876 -3.4641
P -1.1081 -1.1357 -2.5814
C -2.3846 -2.2071 -3.1829
C -3.6498 -1.7138 -3.5060
C -4.6636 -2.6046 -3.8212
C -4.4198 -3.9709 -3.8103
C -3.1588 -4.4619 -3.4927
C -2.1384 -3.5853 -3.1765
C -1.4834 0.6182 -2.8272
C -0.6872 1.3584 -3.7091
C -0.9923 2.6833 -3.9813
C -2.0908 3.2871 -3.3876
C -2.8915 2.5571 -2.5195
C -2.5964 1.2313 -2.2463
C 2.6382 -1.3665 -0.4586
C 3.3242 -2.3998 -1.0835
C 4.0461 -3.3126 -0.3290
C 4.0838 -3.1943 1.0497
C 3.3807 -2.1757 1.6736
C 2.6413 -1.2530 0.9380
P 1.7203 0.0531 1.8309
C 2.9416 1.2781 2.3469
C 2.8914 2.5485 1.7812
C 3.8395 3.5015 2.1248
C 4.8386 3.1854 3.0324
C 4.8975 1.9160 3.5968
C 3.9545 0.9624 3.2546
C 1.1429 -0.8062 3.3226
C 1.1509 -0.1746 4.5642
C 0.6115 -0.8147 5.6728
C 0.0619 -2.0827 5.5507
C 0.0354 -2.7104 4.3114
C 0.5643 -2.0720 3.2009
H 3.6562 -0.3056 -3.4528
H 3.5622 -1.2704 -5.7432
H 1.4712 -2.3201 -6.5514
H -0.5365 -2.3262 -5.1365
H -3.8510 -0.6528 -3.5216
H -5.6467 -2.2291 -4.0717
H -5.2186 -4.6616 -4.0462
H -2.9761 -5.5277 -3.4716
H -1.1669 -3.9763 -2.8969
H 0.1673 0.9187 -4.2054
H -0.3706 3.2374 -4.6724
H -2.3308 4.3184 -3.6124
H -3.7653 3.0087 -2.0658
H -3.2354 0.6708 -1.5786
H 3.2986 -2.5129 -2.1556
H 4.5750 -4.1161 -0.8238
H 4.6483 -3.9008 1.6438
H 3.3906 -2.1153 2.7543
H 2.1158 2.7912 1.0656
H 3.8005 4.4879 1.6810
H 5.5786 3.9278 3.3012
H 5.6811 1.6715 4.3016
H 4.0060 -0.0232 3.7008
H 1.5937 0.8076 4.6760
H 0.6385 -0.3253 6.6382
H -0.3394 -2.5858 6.4211
H -0.3886 -3.7014 4.2102
H 0.5524 -2.5800 2.2422
S -0.7649 -1.7260 -0.5384
C -2.1342 -2.7128 -0.0877
C -1.9248 -4.1159 -0.1691
N -1.6879 -5.2406 -0.2501
C -3.3127 -2.1292 0.3351
S -3.6317 -0.4856 0.5359
C -4.3903 -3.0412 0.6296
N -5.2498 -3.7708 0.8536
Se -0.5767 3.4201 2.9328
Se -2.2145 3.9874 1.3294
C -0.9353 4.4700 -0.0419
C -1.0125 5.7232 -0.6234
C -0.0770 6.0386 -1.6024
C 0.8897 5.1060 -1.9392
C 0.8832 3.8747 -1.2986
N -0.0227 3.5623 -0.3686
C -1.5459 1.9606 3.7318
C -2.0580 2.0910 5.0074
C -2.6919 0.9889 5.5724
C -2.7875 -0.1803 4.8409
C -2.2577 -0.2144 3.5594
N -1.6454 0.8365 3.0149
H -1.7603 6.4355 -0.3041
H -0.0965 7.0111 -2.0770
H 1.6450 5.3231 -2.6822
H 1.6172 3.1077 -1.5300
H -1.9695 3.0277 5.5390
H -3.1101 1.0538 6.5685
H -3.2705 -1.0603 5.2424
H -2.3255 -1.1051 2.9498
```

As for the net charge: +2. Its spin multiplicity is 1. The highest occupied orbital energy comes out at -12.835 eV. As for the maximum force: 0.007 hartree/bohr. The calculation puts the energy relative to the best compared isomer or geometry (same formula, charge and spin) at 0.0 kJ/mol. Its gap between HOMO and LUMO is 7.20 eV.

---

Entry 3:
ORCA calculation (ωB97M-V/def2-TZVPD) on a cluster of 6 separate species, H12O6 in total.

```
18
Properties=species:S:1:pos:R:3
O 28.7852 -26.3923 22.4787
H 28.5304 -26.1549 21.5820
H 29.5873 -26.9128 22.3718
O 29.7582 -23.2547 22.5269
H 28.8537 -23.3700 22.2261
H 29.8363 -23.8520 23.2877
O 27.0592 -27.3476 24.5856
H 27.6213 -26.9165 23.9234
H 27.3362 -28.2672 24.5847
O 33.0463 -24.0447 27.4152
H 33.1651 -24.6683 28.1364
H 32.0946 -24.0140 27.2588
O 30.0163 -24.9152 24.8655
H 30.2074 -25.8551 24.9067
H 30.0344 -24.6104 25.7792
O 30.1055 -23.3404 27.6321
H 29.5027 -22.5918 27.5938
H 29.9997 -23.6989 28.5188
```

As for the net charge: 0. Its spin multiplicity is 1. The highest occupied orbital energy comes out at -10.594 eV. As for the maximum force: 0.004 hartree/bohr. The calculation puts the energy relative to the best compared isomer or geometry (same formula, charge and spin) at 120.3 kJ/mol. Its gap between HOMO and LUMO is 10.85 eV.

---

Entry 4:
ORCA calculation (ωB97M-V/def2-TZVPD) on a structure of composition C9H19Br8Na3O in a non-equilibrium geometry.

```
40
Properties=species:S:1:pos:R:3
Na 11.2697 18.4249 -13.1060
Na 9.1627 16.1886 -12.4175
Na 8.4839 19.5217 -11.1621
C 11.3930 18.0438 -9.9709
O 10.2807 17.9028 -10.7876
H 12.3135 18.1562 -10.5438
H 11.3353 18.7751 -9.1647
H 11.5084 17.0870 -9.4616
Br 15.3375 21.0011 -11.6310
C 15.0656 20.5759 -9.6904
C 16.4362 20.1900 -9.0996
Br 17.7730 21.6916 -9.1335
H 14.3248 19.7772 -9.7277
H 14.4891 21.3354 -9.1622
H 16.9021 19.2803 -9.4786
H 16.3983 19.9276 -8.0423
Br 11.0998 14.3041 -11.4453
C 13.0679 14.6867 -11.6219
C 13.2504 14.8931 -13.1144
Br 15.1884 14.7232 -13.6223
H 13.6250 13.8169 -11.2736
H 13.4812 15.5408 -11.0855
H 12.9034 15.8245 -13.5619
H 12.6756 14.1429 -13.6575
Br 8.2956 16.5094 -5.2532
C 8.6070 15.4212 -6.8809
C 8.2839 16.2651 -8.0679
Br 7.9924 15.3223 -9.7646
H 8.0108 14.5245 -6.7116
H 9.6914 15.3159 -6.9126
H 8.8962 17.1512 -8.2357
H 7.3106 16.6906 -7.8234
Br 10.6238 19.5211 -5.9465
C 12.2833 18.6020 -5.4192
C 12.1609 17.1658 -5.9367
Br 13.6090 16.0881 -5.1516
H 12.2741 18.4516 -4.3397
H 13.2656 19.0153 -5.6481
H 12.2749 17.0685 -7.0164
H 11.2789 16.6226 -5.5975
```

As for the net charge: +2. Its spin multiplicity is 1. The highest occupied orbital energy comes out at -13.630 eV. As for the maximum force: 0.070 hartree/bohr. The calculation puts the energy relative to the best compared isomer or geometry (same formula, charge and spin) at 0.0 kJ/mol. Its gap between HOMO and LUMO is 5.10 eV.